# C24H52Br14N2P

C24H52Br14N2P as an isolated structure (ωB97M-V/def2-TZVPD, the OMol25 dataset).

Geometry as XYZ:
```
93
Properties=species:S:1:pos:R:3:lowdin_charge:R:1
C 1.89 1.09 2.21 -0.059
C 0.55 0.99 1.47 -0.243
C 0.66 0.41 0.05 -0.318
C 0.20 -1.05 -0.04 -0.201
C -1.27 -1.21 -0.53 -0.199
C -2.15 -1.82 0.56 -0.202
C -3.66 -1.73 0.36 -0.177
C -4.23 -0.37 -0.04 -0.202
C -4.52 0.54 1.14 -0.168
N -3.25 1.04 1.81 -0.195
P -3.35 0.66 3.61 0.678
N -2.20 1.32 4.43 -0.349
C -2.87 2.46 1.52 -0.728
Br -2.69 2.70 -0.38 0.899
C -3.82 3.52 2.12 -0.763
C -4.79 4.21 1.18 -0.192
Br -2.66 4.89 2.84 0.797
H 1.81 0.64 3.20 0.072
H 2.66 0.54 1.69 0.049
H 2.19 2.11 2.36 0.060
H 0.17 2.01 1.39 0.049
H -0.17 0.44 2.08 0.081
H 0.07 1.04 -0.62 0.036
H 1.68 0.51 -0.31 -0.014
H 0.85 -1.58 -0.73 0.061
H 0.29 -1.47 0.96 0.108
H -1.25 -1.83 -1.42 0.091
H -1.60 -0.22 -0.82 0.060
H -1.91 -2.88 0.61 0.125
H -1.85 -1.43 1.54 0.087
H -4.12 -2.02 1.30 0.106
H -4.00 -2.47 -0.36 0.116
H -5.18 -0.54 -0.53 0.129
H -3.62 0.14 -0.77 0.043
H -5.13 1.38 0.84 0.111
H -5.09 -0.02 1.87 0.108
H -2.47 0.46 1.47 0.103
H -4.58 1.22 3.98 0.035
H -3.44 -0.78 3.76 -0.063
H -1.58 1.78 3.77 -0.012
H -1.89 2.64 1.90 0.014
H -4.38 3.15 2.97 0.062
H -5.36 3.52 0.56 0.064
H -4.30 4.97 0.59 0.059
H -5.51 4.74 1.80 0.087
Br -0.36 5.94 -0.21 0.613
C 0.76 4.65 0.72 -0.721
C 2.18 4.61 0.22 -0.670
Br 2.33 3.63 -1.45 0.644
H 0.27 3.69 0.62 -0.005
H 0.74 4.97 1.76 0.059
H 2.80 4.05 0.92 0.050
H 2.60 5.59 0.06 0.056
Br 1.39 0.36 -2.96 0.731
C 3.14 -0.39 -3.38 -0.709
C 3.43 -1.61 -2.53 -0.759
Br 3.89 -1.05 -0.72 0.628
H 3.86 0.40 -3.23 0.008
H 3.09 -0.66 -4.43 0.007
H 4.29 -2.13 -2.93 -0.001
H 2.57 -2.27 -2.48 0.017
Br -3.24 -1.19 -3.82 0.638
C -2.51 0.16 -5.03 -0.672
C -2.33 1.48 -4.33 -0.702
Br -4.03 2.39 -4.08 0.613
H -3.19 0.23 -5.87 0.054
H -1.55 -0.23 -5.35 0.056
H -1.72 2.16 -4.92 0.066
H -1.88 1.37 -3.34 0.016
Br 4.56 1.07 -6.06 0.685
C 6.30 0.27 -6.41 -0.667
C 6.51 -0.96 -5.58 -0.678
Br 6.89 -0.54 -3.72 0.657
H 7.03 1.04 -6.23 0.054
H 6.30 0.01 -7.47 0.062
H 7.37 -1.52 -5.94 0.060
H 5.64 -1.61 -5.57 0.048
Br -2.20 -0.96 5.53 0.795
C -1.60 -2.72 6.22 -0.607
C -1.77 -2.83 7.71 -0.698
Br -0.42 -1.81 8.66 0.628
H -0.57 -2.81 5.90 0.052
H -2.20 -3.47 5.71 0.062
H -1.63 -3.86 8.03 0.061
H -2.73 -2.48 8.05 0.051
Br 4.02 -7.59 -0.23 0.613
C 5.29 -6.53 -1.27 -0.699
C 5.48 -5.16 -0.68 -0.636
Br 3.98 -3.96 -1.04 0.711
H 4.91 -6.50 -2.28 0.049
H 6.22 -7.09 -1.24 0.059
H 6.34 -4.67 -1.13 0.063
H 5.60 -5.19 0.40 0.053
```

Results
Net charge: +1
Total energy in eV: -1018586.97953
Spin multiplicity: 1
Max |F| in eV/A: 3.55


# C24H52FNO4PS

A 5-piece molecular cluster, C24H52FNO4PS overall (ωB97M-V/def2-TZVPD, the OMol25 dataset).

Geometry as XYZ:
```
84
Properties=species:S:1:pos:R:3:lowdin_charge:R:1
C 2.06 3.38 0.47 -0.002
C 1.68 2.60 -0.75 -0.184
C 0.35 2.35 -1.09 -0.114
C -0.84 2.90 -0.34 -0.090
C -0.86 4.40 -0.05 -0.183
F -0.62 4.62 1.29 -0.048
C 0.08 1.49 -2.16 0.047
C 1.08 0.90 -2.89 0.012
C 2.38 1.22 -2.55 -0.081
N 2.66 2.05 -1.52 -0.159
P 4.42 2.29 -1.29 0.397
S 5.32 0.75 -0.61 0.283
H 2.08 4.44 0.25 0.109
H 1.29 3.23 1.22 0.095
H 2.99 3.06 0.91 0.072
H -1.00 2.34 0.57 0.143
H -1.72 2.70 -0.95 0.115
H -0.08 4.91 -0.61 0.119
H -1.82 4.83 -0.31 0.121
H -0.95 1.28 -2.41 0.126
H 0.90 0.23 -3.71 0.130
H 3.20 0.80 -3.10 0.123
H 4.81 2.66 -2.58 0.005
H 4.56 3.44 -0.52 -0.002
C -6.82 2.93 1.15 -0.074
C -5.40 2.86 0.63 -0.289
O -4.81 4.13 0.40 -0.177
C -4.69 4.97 1.53 -0.275
C -3.80 4.40 2.62 -0.070
H -7.44 3.55 0.50 0.085
H -7.25 1.93 1.19 0.080
H -6.87 3.35 2.16 0.070
H -5.39 2.36 -0.34 0.113
H -4.77 2.27 1.30 0.105
H -5.68 5.23 1.93 0.111
H -4.25 5.90 1.16 0.117
H -4.24 3.51 3.08 0.072
H -3.63 5.13 3.41 0.084
H -2.84 4.11 2.19 0.054
C -3.93 -1.39 -5.51 -0.073
C -3.12 -0.68 -4.44 -0.285
O -2.20 0.28 -4.96 -0.188
C -2.78 1.35 -5.69 -0.277
C -3.73 2.21 -4.88 -0.074
H -3.27 -1.82 -6.27 0.086
H -4.51 -2.19 -5.06 0.082
H -4.62 -0.71 -6.02 0.071
H -2.50 -1.41 -3.91 0.115
H -3.78 -0.22 -3.70 0.106
H -3.27 0.97 -6.59 0.112
H -1.93 1.96 -6.02 0.116
H -4.63 1.66 -4.59 0.071
H -4.04 3.07 -5.46 0.082
H -3.25 2.55 -3.96 0.068
C 3.29 -1.76 1.94 -0.078
C 4.35 -0.93 2.64 -0.306
O 4.16 -0.80 4.03 -0.159
C 4.16 -2.01 4.77 -0.275
C 5.47 -2.79 4.67 -0.076
H 2.29 -1.39 2.18 0.081
H 3.43 -1.73 0.86 0.061
H 3.33 -2.81 2.24 0.056
H 4.34 0.08 2.24 0.077
H 5.35 -1.34 2.42 0.110
H 3.32 -2.65 4.47 0.106
H 3.99 -1.72 5.80 0.120
H 5.64 -3.18 3.67 0.067
H 5.45 -3.64 5.36 0.078
H 6.31 -2.15 4.94 0.083
C 1.00 -5.66 0.40 -0.079
C 2.49 -5.92 0.49 -0.282
O 3.06 -5.55 1.73 -0.177
C 2.56 -6.24 2.87 -0.281
C 2.79 -7.74 2.83 -0.075
H 0.77 -4.63 0.66 0.076
H 0.64 -5.85 -0.61 0.076
H 0.43 -6.31 1.07 0.068
H 3.01 -5.31 -0.25 0.116
H 2.72 -6.96 0.25 0.109
H 1.50 -6.01 3.02 0.109
H 3.10 -5.81 3.72 0.114
H 2.20 -8.22 2.04 0.068
H 2.49 -8.19 3.78 0.079
H 3.84 -7.97 2.64 0.084
```

Results
Net charge: +1
Total energy in eV: -58245.06770
Spin multiplicity: 1
Max |F| in eV/A: 1.61


# C24H52N4O18

A 9-piece molecular cluster, C24H52N4O18 overall (ωB97M-V/def2-TZVPD, the OMol25 dataset).

Geometry as XYZ:
```
98
Properties=species:S:1:pos:R:3:lowdin_charge:R:1
C 0.95 -0.98 -0.01 0.049
N 1.25 0.51 -0.03 -0.269
O 2.46 0.75 -0.08 -0.037
O 0.35 1.35 -0.02 -0.135
H 1.86 -1.48 -0.35 0.084
H 0.11 -1.28 -0.64 -0.001
H 0.79 -1.25 1.03 0.087
C 1.44 1.86 2.49 0.067
N 0.67 0.80 3.19 -0.356
O 1.18 0.43 4.29 0.060
O -0.42 0.45 2.74 0.066
H 0.67 2.51 2.08 0.104
H 2.11 1.38 1.77 0.044
H 2.01 2.52 3.15 0.125
C 1.72 -4.37 -0.17 0.027
N 2.67 -3.78 -1.10 -0.367
O 2.36 -2.76 -1.72 0.027
O 3.80 -4.25 -1.05 0.102
H 2.09 -4.36 0.85 0.088
H 1.54 -5.40 -0.49 0.131
H 0.78 -3.82 -0.24 0.052
C 0.99 -1.88 3.09 0.016
N 1.01 -2.36 4.50 -0.382
O 0.27 -1.86 5.28 0.101
O 1.93 -3.17 4.81 0.012
H 0.90 -0.79 3.10 0.024
H 0.14 -2.20 2.49 0.121
H 1.94 -2.20 2.67 0.049
O -3.32 2.35 -3.56 0.062
C -2.09 2.33 -3.24 -0.432
O -1.56 1.43 -2.37 -0.082
C -2.43 0.53 -1.66 -0.151
C -1.68 -0.60 -0.97 -0.067
C -1.08 3.13 -4.01 0.036
H -3.06 0.13 -2.46 0.133
H -3.14 1.00 -0.97 0.066
H -0.90 -1.01 -1.60 0.034
H -2.34 -1.41 -0.67 0.121
H -1.10 -0.27 -0.11 0.073
H -0.37 2.37 -4.32 0.098
H -0.62 3.78 -3.27 0.039
H -1.62 3.65 -4.80 0.109
O -3.50 -3.44 -4.18 0.091
C -3.51 -3.51 -2.95 -0.504
O -2.47 -3.17 -2.20 -0.006
C -1.23 -2.74 -2.72 -0.185
C -0.29 -2.81 -1.59 -0.137
C -4.79 -3.67 -2.13 0.030
H -1.27 -1.69 -3.03 0.127
H -0.78 -3.25 -3.58 0.146
H 0.66 -2.35 -1.88 0.083
H 0.01 -3.79 -1.20 0.071
H -0.58 -2.18 -0.75 0.035
H -4.83 -2.73 -1.58 0.084
H -4.70 -4.45 -1.38 0.085
H -5.65 -3.78 -2.79 0.091
O -3.68 1.93 0.18 0.027
C -2.55 1.89 0.76 -0.345
O -2.21 1.13 1.85 -0.100
C -3.17 0.34 2.52 -0.190
C -3.91 1.29 3.51 -0.045
C -1.29 2.63 0.18 0.028
H -2.57 -0.45 2.97 0.114
H -3.92 -0.09 1.85 0.120
H -4.33 2.18 3.04 0.074
H -3.34 1.80 4.29 0.073
H -4.69 0.68 3.96 0.073
H -0.40 2.29 0.71 0.041
H -1.43 3.71 0.20 0.098
H -1.18 2.34 -0.87 0.076
O 2.42 -2.30 1.20 -0.129
C 3.62 -2.46 1.53 -0.369
O 4.69 -1.59 1.30 0.011
C 4.55 -0.32 0.72 -0.209
C 4.21 0.70 1.83 -0.049
C 4.03 -3.67 2.34 0.057
H 3.74 -0.21 0.00 0.078
H 5.48 -0.07 0.21 0.134
H 5.02 0.76 2.56 0.095
H 3.34 0.30 2.35 0.060
H 4.00 1.67 1.38 0.090
H 5.11 -3.72 2.47 0.102
H 3.67 -4.52 1.76 0.080
H 3.51 -3.66 3.30 0.078
O 1.99 4.19 -1.92 0.093
C 1.01 3.50 -1.59 -0.479
O -0.16 3.93 -1.14 -0.137
C -0.42 5.30 -0.99 -0.219
C -0.91 5.85 -2.29 -0.055
C 1.05 2.06 -1.79 -0.005
H 0.41 5.84 -0.55 0.139
H -1.22 5.40 -0.25 0.121
H -1.84 5.42 -2.66 0.092
H -0.10 5.67 -2.99 0.085
H -1.02 6.93 -2.19 0.092
H 1.84 1.61 -1.20 0.074
H 1.21 1.81 -2.84 0.129
H 0.12 1.62 -1.42 0.055
```

Results
Net charge: 0
Total energy in eV: -68517.97505
Spin multiplicity: 1
Max |F| in eV/A: 9.46


# C24H53Br3ClN3NbO8P

C24H53Br3ClN3NbO8P as an isolated structure (ωB97M-V/def2-TZVPD, the OMol25 dataset).

Geometry as XYZ:
```
94
Properties=species:S:1:pos:R:3:lowdin_charge:R:1
C 3.01 -3.55 -1.16 -0.156
N 2.15 -3.10 -2.23 -0.191
C 0.72 -3.02 -1.88 -0.423
Nb -0.52 -1.36 -2.83 1.333
Cl -2.29 -2.17 -1.37 -0.068
C 1.15 -1.11 -4.26 -0.372
C 2.30 -0.30 -3.68 -0.299
C 3.60 -0.60 -4.45 -0.220
C 4.81 -0.72 -3.56 -0.186
C 5.19 0.57 -2.82 -0.210
O 5.55 0.35 -1.46 -0.191
C 6.92 0.07 -1.33 -0.121
C 0.32 -0.04 -1.22 -0.844
O 0.49 1.12 -1.68 -0.084
O 0.53 -0.44 -0.10 -0.106
C -1.82 0.25 -3.86 -0.760
Br -1.64 0.54 -5.78 0.537
C -2.65 1.04 -3.24 -0.885
C -2.92 1.03 -1.79 -0.234
Br -3.73 2.41 -4.08 0.576
P -1.23 -3.36 -4.50 0.237
O -1.43 -2.74 -6.04 -0.582
Br -3.31 -4.18 -4.04 -0.017
H 4.00 -3.11 -1.21 0.045
H 2.60 -3.31 -0.20 0.059
H 3.15 -4.64 -1.18 0.059
H 2.29 -3.69 -3.03 0.080
H 0.24 -3.99 -2.04 0.004
H 0.65 -2.80 -0.83 0.006
H 0.83 -0.62 -5.17 -0.004
H 1.50 -2.07 -4.58 0.011
H 2.51 -0.58 -2.67 0.073
H 2.12 0.75 -3.78 0.091
H 3.79 0.15 -5.20 0.103
H 3.51 -1.52 -4.99 0.093
H 4.73 -1.55 -2.89 0.095
H 5.64 -0.97 -4.21 0.095
H 6.02 1.02 -3.34 0.104
H 4.36 1.24 -2.85 0.119
H 7.05 -0.69 -0.59 0.072
H 7.43 0.96 -1.00 0.080
H 7.35 -0.30 -2.24 0.080
H -3.65 0.28 -1.56 0.031
H -2.06 0.95 -1.15 0.050
H -3.39 1.96 -1.54 0.023
H -2.35 -2.51 -6.17 -0.036
C 2.53 0.28 6.28 -0.143
O 1.81 0.00 5.10 -0.190
C 1.64 1.12 4.23 -0.207
C 2.46 1.00 2.97 -0.202
N 3.89 1.13 3.25 -0.054
C 4.76 0.77 2.13 -0.194
C 4.72 -0.64 1.57 -0.201
O 5.22 -1.64 2.46 -0.185
C 4.29 -2.11 3.41 -0.113
H 2.42 -0.58 6.94 0.083
H 3.60 0.43 6.09 0.074
H 2.13 1.16 6.79 0.081
H 1.86 2.05 4.76 0.116
H 0.59 1.13 3.94 0.123
H 2.15 1.78 2.27 0.130
H 2.22 0.04 2.51 0.105
H 4.12 0.55 4.04 0.059
H 5.79 0.96 2.47 0.114
H 4.57 1.47 1.31 0.120
H 5.38 -0.65 0.71 0.084
H 3.73 -0.92 1.19 0.122
H 3.27 -2.11 3.02 0.093
H 4.33 -1.52 4.33 0.067
H 4.57 -3.14 3.66 0.081
C -9.06 3.06 1.85 -0.126
O -7.78 3.63 1.70 -0.189
C -7.01 3.68 2.90 -0.224
C -5.86 2.71 2.87 -0.221
N -6.32 1.33 2.97 -0.056
C -5.30 0.32 2.70 -0.196
C -4.63 0.28 1.33 -0.225
O -5.49 -0.11 0.28 -0.180
C -6.30 0.92 -0.24 -0.108
H -9.61 3.25 0.93 0.086
H -9.02 1.98 2.00 0.077
H -9.60 3.52 2.69 0.083
H -7.64 3.53 3.78 0.117
H -6.59 4.70 2.95 0.118
H -5.20 2.92 3.72 0.122
H -5.29 2.89 1.95 0.110
H -7.08 1.19 2.32 0.062
H -5.77 -0.65 2.85 0.117
H -4.51 0.41 3.46 0.116
H -3.85 -0.48 1.37 0.126
H -4.12 1.22 1.09 0.113
H -5.80 1.89 -0.22 0.088
H -7.26 0.99 0.29 0.066
H -6.53 0.68 -1.28 0.092
```

Results
Net charge: -2
Total energy in eV: -280082.35238
Spin multiplicity: 1
Max |F| in eV/A: 2.65